(1)
One molecule with the formula C22H29NO4, computed with ωB97M-V/def2-TZVPD.

Last column: Mulliken charge in e.
CARTESIAN COORDINATES (ANGSTROEM)
1 C -2.099 -2.246 -2.905  -1.361
2 C -1.997 -2.257 -1.387  -0.337
3 O -0.795 -1.618 -0.956  0.016
4 C 0.289 -2.386 -0.767  -0.802
5 O 0.297 -3.583 -0.884  -0.612
6 C 1.457 -1.534 -0.340  2.582
7 C 2.789 -2.060 -0.872  -1.324
8 C 3.916 -1.172 -0.352  -0.329
9 C 3.872 -1.096 1.179  -0.935
10 N 2.589 -0.717 1.736  0.374
11 C 2.328 0.691 1.968  -1.905
12 C 1.977 1.511 0.746  1.439
13 C 2.959 2.086 0.013  -0.486
14 C 2.721 2.745 -1.256  0.003
15 O 3.568 3.269 -1.937  -0.642
16 O 1.434 2.727 -1.721  -0.513
17 C 0.420 2.214 -0.987  0.848
18 C -0.855 2.274 -1.539  -0.830
19 C -1.958 1.791 -0.860  1.050
20 C -3.302 1.863 -1.519  -1.821
21 C -1.788 1.257 0.430  0.446
22 C -2.974 0.794 1.246  0.403
23 C -3.441 1.939 2.151  -1.574
24 C -2.676 -0.453 2.082  -1.581
25 C -0.519 1.199 0.968  -0.559
26 C 0.616 1.631 0.275  -0.651
27 C 1.518 -1.520 1.208  -1.568
28 H -2.025 -1.226 -3.277  0.282
29 H -1.294 -2.836 -3.336  0.359
30 H -3.050 -2.671 -3.213  0.419
31 H -2.008 -3.284 -1.010  0.463
32 H -2.809 -1.684 -0.935  0.268
33 H 1.276 -0.521 -0.704  -0.444
34 H 2.784 -2.064 -1.963  0.443
35 H 2.926 -3.088 -0.532  0.372
36 H 4.882 -1.576 -0.658  0.473
37 H 3.818 -0.174 -0.783  0.159
38 H 4.632 -0.403 1.546  0.403
39 H 4.102 -2.091 1.580  0.437
40 H 1.526 0.752 2.708  0.421
41 H 3.230 1.109 2.422  0.562
42 H 3.991 2.057 0.326  0.448
43 H -0.958 2.712 -2.520  0.444
44 H -4.010 2.417 -0.905  0.331
45 H -3.224 2.357 -2.484  0.438
46 H -3.704 0.863 -1.680  0.335
47 H -3.789 0.544 0.563  0.524
48 H -2.652 2.216 2.847  0.306
49 H -3.696 2.818 1.563  0.357
50 H -4.316 1.637 2.722  0.449
51 H -2.058 -0.217 2.945  0.400
52 H -3.606 -0.880 2.450  0.458
53 H -2.165 -1.204 1.483  0.203
54 H -0.398 0.814 1.966  0.518
55 H 0.569 -1.173 1.617  0.493
56 H 1.681 -2.552 1.543  0.348

Values from the calculation:
HOMO energy = -0.30967 Eh
Kohn-Sham gap = 8.404 eV
LUMO level = 0.0 eV
Maximum force = 0.93 eV/Å
DFT total energy = -1211.4741 Ha
SMILES = CCOC(=O)[C@@H]1CCCN(Cc2cc(=O)oc3cc(C)c(C(C)C)cc23)C1

---

(2)
C22H30B2Cl5CrF4N4O8P as an isolated structure, computed with ωB97M-V/def2-TZVPD.

Last column: Mulliken charge in e.
CARTESIAN COORDINATES (ANGSTROEM)
1 Cr 0.016 -0.157 -0.382  -0.273
2 C 3.263 -0.083 -3.313  -1.578
3 C 2.135 -0.396 -2.401  0.727
4 N 1.575 0.471 -1.642  1.435
5 O 2.038 1.734 -1.674  -0.788
6 B 2.546 2.159 -0.316  0.301
7 F 3.502 1.253 0.107  -0.373
8 F 2.936 3.452 -0.415  -0.286
9 O 1.403 2.140 0.694  -0.124
10 N 0.960 0.913 0.988  1.172
11 C 1.029 0.472 2.191  0.422
12 C 1.629 1.225 3.316  -1.816
13 C 0.461 -0.894 2.348  0.217
14 N 0.004 -1.380 1.255  1.211
15 O -0.525 -2.613 1.254  -0.627
16 B 0.148 -3.521 0.238  0.640
17 F -0.509 -4.702 0.277  -0.316
18 F 1.503 -3.543 0.506  -0.387
19 O -0.047 -2.956 -1.157  -0.743
20 N 0.640 -1.814 -1.365  1.082
21 C 1.560 -1.766 -2.252  0.131
22 C 2.031 -2.929 -3.037  -2.004
23 C 0.481 -1.613 3.646  -2.112
24 H 3.901 0.671 -2.857  0.375
25 H 2.875 0.335 -4.246  0.281
26 H 3.840 -0.973 -3.548  0.451
27 H 2.253 2.030 2.939  0.410
28 H 2.214 0.560 3.949  0.473
29 H 0.831 1.654 3.929  0.335
30 H 1.467 -3.817 -2.771  0.336
31 H 3.090 -3.097 -2.831  0.468
32 H 1.930 -2.729 -4.106  0.440
33 H 0.012 -1.003 4.419  0.429
34 H 1.515 -1.795 3.948  0.464
35 H -0.037 -2.562 3.557  0.397
36 C -2.494 4.904 -0.827  -1.617
37 C -1.160 4.264 -0.498  1.406
38 C -0.630 4.717 0.845  -1.500
39 C -0.163 4.448 -1.619  -1.413
40 O -1.360 2.757 -0.441  -0.523
41 P -2.573 2.069 0.233  -0.208
42 O -2.980 2.415 1.585  -0.932
43 O -1.846 0.483 0.226  0.744
44 O -3.653 1.858 -0.864  0.189
45 C -5.150 1.866 -0.764  1.737
46 C -5.582 1.492 -2.168  -1.470
47 C -5.592 3.262 -0.378  -1.778
48 C -5.592 0.837 0.258  -1.412
49 H -2.339 5.973 -0.974  0.577
50 H -3.209 4.783 -0.012  0.404
51 H -2.907 4.491 -1.748  0.272
52 H -0.496 5.799 0.814  0.499
53 H 0.331 4.256 1.059  0.201
54 H -1.337 4.481 1.641  0.326
55 H 0.063 5.510 -1.717  0.481
56 H -0.577 4.093 -2.563  0.314
57 H 0.764 3.921 -1.412  0.161
58 H -5.196 2.209 -2.892  0.332
59 H -6.671 1.491 -2.228  0.416
60 H -5.221 0.496 -2.428  0.250
61 H -5.249 3.995 -1.106  0.331
62 H -5.222 3.528 0.613  0.315
63 H -6.682 3.292 -0.353  0.538
64 H -5.325 -0.171 -0.062  0.273
65 H -6.678 0.880 0.348  0.608
66 H -5.163 1.044 1.239  0.245
67 Cl -1.585 -0.008 -2.573  -0.134
68 C -2.486 -1.025 -1.497  0.742
69 C -2.553 -0.646 -0.166  -1.416
70 C -3.163 -1.468 0.764  0.363
71 Cl -3.189 -0.971 2.400  -0.055
72 C -3.727 -2.671 0.353  0.631
73 Cl -4.468 -3.688 1.504  -0.143
74 C -3.666 -3.050 -0.993  0.271
75 Cl -4.334 -4.537 -1.494  -0.132
76 C -3.040 -2.221 -1.928  0.475
77 Cl -2.907 -2.678 -3.569  -0.141

Values from the calculation:
Total charge = +1
HOMO energy (spin up / spin down) = -0.45276 / -0.45232 Eh
Kohn-Sham gap (spin up / spin down) = 7.384 / 7.594 eV
LUMO level (spin up / spin down) = -4.9 / -4.7 eV
Maximum force = 0.53 eV/Å
DFT total energy = -5813.3974 Ha
2S+1 = 4

---

(3)
C22H30BCdN6OS as an isolated structure, computed with ωB97M-V/def2-TZVPD.

Last column: Mulliken charge in e.
CARTESIAN COORDINATES (ANGSTROEM)
1 Cd -0.305 0.460 0.694  1.303
2 C 3.534 0.439 1.065  -1.203
3 C 2.897 0.505 -0.287  0.683
4 C 3.506 0.542 -1.542  -1.268
5 C 2.470 0.580 -2.461  0.992
6 C 2.548 0.629 -3.953  -1.262
7 N 1.311 0.568 -1.778  1.039
8 N 1.578 0.530 -0.433  -1.188
9 B -0.147 0.639 -2.347  0.047
10 N -0.938 -0.656 -1.957  1.115
11 N -1.208 -0.988 -0.653  -1.215
12 C -1.937 -2.098 -0.659  0.696
13 C -2.374 -2.740 0.616  -1.172
14 C -2.160 -2.497 -1.977  -1.347
15 C -1.515 -1.563 -2.769  1.085
16 C -1.422 -1.512 -4.261  -1.254
17 N -0.882 1.910 -1.813  1.109
18 N -1.059 2.132 -0.473  -1.204
19 C -1.671 3.304 -0.335  0.606
20 C -2.013 3.847 1.015  -1.167
21 C -1.895 3.859 -1.599  -1.255
22 C -1.381 2.951 -2.506  1.080
23 C -1.357 3.027 -3.999  -1.263
24 H 4.577 0.743 1.008  0.400
25 H 3.027 1.096 1.772  0.297
26 H 3.508 -0.582 1.460  0.092
27 H 4.564 0.535 -1.757  0.433
28 H 3.591 0.600 -4.261  0.347
29 H 2.031 -0.216 -4.408  0.226
30 H 2.099 1.542 -4.347  0.240
31 H -0.088 0.711 -3.538  -0.137
32 H -2.193 -2.076 1.461  0.097
33 H -3.438 -2.977 0.587  0.379
34 H -1.829 -3.670 0.792  0.288
35 H -2.722 -3.356 -2.312  0.435
36 H -1.928 -2.377 -4.686  0.341
37 H -1.889 -0.610 -4.661  0.232
38 H -0.383 -1.522 -4.595  0.233
39 H -1.725 3.148 1.799  0.099
40 H -1.497 4.792 1.191  0.308
41 H -3.084 4.036 1.097  0.326
42 H -2.368 4.803 -1.827  0.441
43 H -1.849 3.941 -4.322  0.346
44 H -0.336 3.033 -4.383  0.233
45 H -1.876 2.180 -4.448  0.233
46 C -0.175 0.738 5.423  -1.149
47 S 0.637 0.436 3.878  0.520
48 O -0.436 0.834 2.843  -0.551
49 C 0.722 -1.329 3.871  0.572
50 C -0.434 -2.097 3.975  -0.336
51 C -0.327 -3.474 3.895  -0.695
52 C 0.920 -4.069 3.712  -0.452
53 C 2.064 -3.291 3.598  -0.629
54 C 1.967 -1.907 3.670  -0.361
55 H -1.063 0.115 5.503  0.346
56 H -0.439 1.795 5.435  0.424
57 H 0.537 0.514 6.220  0.419
58 H -1.405 -1.631 4.101  0.279
59 H -1.217 -4.086 3.971  0.448
60 H 0.997 -5.149 3.659  0.409
61 H 3.030 -3.757 3.453  0.426
62 H 2.853 -1.285 3.582  0.484

Values from the calculation:
Total charge = +1
HOMO energy = -0.41574 Eh
Kohn-Sham gap = 8.658 eV
LUMO level = -2.7 eV
Maximum force = 0.66 eV/Å
DFT total energy = -1850.8085 Ha

---

Q: The highest maximum force belongs to which entry?
A: C22H29NO4